Formula: C26H24BrClF3N6O8S2Sc
Source: the OMol25 dataset
Level of theory: ωB97M-V/def2-TZVPD

Its electronic energy is -6826.47355 Ha. The value obtained for the highest occupied orbital energy is -7.86 eV. The value obtained for the HOMO-LUMO gap is 7.47 eV.

Atoms and positions in Å:
1 Sc 1.110 0.359 -0.440
2 N -0.026 0.161 1.778
3 N -1.161 0.905 2.092
4 C -1.825 1.604 1.151
5 N -2.900 2.278 1.597
6 S -1.338 1.705 -0.441
7 H -0.197 -0.829 1.911
8 H 0.752 0.454 2.362
9 H -1.577 0.778 3.001
10 H -3.355 1.997 2.450
11 H -3.489 2.674 0.886
12 Br 1.370 -4.850 -6.093
13 C 2.438 -5.087 -4.547
14 C 2.460 -6.319 -3.917
15 C 3.261 -6.486 -2.798
16 C 3.999 -5.426 -2.292
17 C 3.973 -4.198 -2.941
18 C 3.200 -4.030 -4.079
19 N 4.886 -5.754 -1.196
20 N 5.197 -4.933 -0.323
21 C 4.482 -3.697 -0.111
22 C 5.258 -2.602 0.115
23 C 4.711 -1.318 0.313
24 C 3.359 -1.134 0.351
25 O 2.769 0.051 0.483
26 C 2.520 -2.295 0.245
27 N 1.178 -2.067 0.367
28 C 0.374 -3.103 0.291
29 C 0.824 -4.422 0.130
30 C 2.160 -4.655 -0.008
31 C 3.067 -3.573 0.012
32 H 1.874 -7.141 -4.302
33 H 3.316 -7.444 -2.295
34 H 4.574 -3.373 -2.583
35 H 3.173 -3.074 -4.582
36 H 6.334 -2.730 0.075
37 H 5.357 -0.456 0.420
38 H -0.686 -2.894 0.377
39 H 0.110 -5.234 0.124
40 H 2.525 -5.667 -0.112
41 F 0.993 4.637 -2.048
42 C 1.905 4.240 -1.155
43 F 1.849 5.052 -0.105
44 F 3.115 4.348 -1.713
45 C 1.633 2.780 -0.753
46 O 1.606 1.924 -1.697
47 O 1.404 2.492 0.430
48 C -2.694 -0.666 -5.872
49 C -2.846 -0.944 -4.399
50 C -2.371 -2.131 -3.843
51 C -2.485 -2.373 -2.485
52 C -3.094 -1.427 -1.674
53 C -3.581 -0.245 -2.198
54 C -3.458 -0.015 -3.562
55 S -3.092 -1.660 0.094
56 C -4.240 -3.031 0.084
57 O -3.820 -0.517 0.732
58 H -2.026 -1.387 -6.342
59 H -2.285 0.333 -6.034
60 H -3.661 -0.715 -6.378
61 H -1.872 -2.858 -4.474
62 H -2.059 -3.281 -2.067
63 H -4.027 0.486 -1.537
64 H -3.821 0.919 -3.978
65 H -5.169 -2.677 -0.363
66 H -4.399 -3.343 1.116
67 H -3.814 -3.849 -0.498
68 O 0.597 -0.610 -4.020
69 Cl 0.862 -1.224 -2.766
70 O 2.154 -0.795 -2.202
71 O 0.781 -2.646 -2.824
72 O -0.112 -0.721 -1.741